Entry 1:
Computed, not measured: C21H29KN8O4SbSe6 as an isolated structure at a distorted geometry, with ωB97M-V/def2-TZVPD.

The charge is -1. The HOMO energy comes out at -4.07 eV. The spin multiplicity is 1.

Last column: natural (NBO) charge in e.
Cartesian coordinates (Å):
H: -1.968 1.643 -3.708  0.22
H: -1.972 -5.514 -2.541  0.20
H: -3.510 -1.916 0.171  0.36
C: -3.542 4.127 -0.652  -0.16
H: -3.035 4.771 1.340  0.22
C: -2.336 -3.928 -1.144  -0.41
O: -0.389 2.284 1.119  -0.71
C: -0.556 0.136 -4.271  0.35
Se: 2.000 0.029 -2.133  -0.38
H: -0.970 1.028 -2.354  0.22
H: -4.026 3.128 -2.509  0.22
C: -3.285 3.940 0.694  -0.27
H: 1.306 0.871 -4.905  0.44
C: 0.694 -1.006 -5.686  -0.09
N: -3.581 1.588 0.439  -0.46
C: -3.328 2.639 1.184  0.10
H: -0.273 2.102 -3.494  0.23
H: 1.553 -1.251 -6.283  0.23
C: -3.826 1.775 -0.858  0.04
C: -0.369 -2.980 0.156  0.78
H: 3.439 -3.691 -1.197  0.42
N: -1.194 -0.998 -4.453  -0.51
H: -1.546 -1.938 -1.339  0.18
H: -0.674 -5.286 -1.382  0.23
H: -0.689 -2.700 -5.679  0.19
N: -0.357 -1.241 3.040  -0.50
C: -0.984 1.277 -3.415  -0.64
N: -2.546 -1.994 0.474  -0.85
Se: 4.127 -1.530 1.166  -0.70
C: -1.718 -2.671 -0.536  -0.16
C: 1.714 -3.880 -2.250  0.69
C: 0.795 2.167 1.437  0.67
N: 0.558 -3.267 -2.518  -0.62
H: 0.460 -2.373 -2.046  0.47
Se: -3.116 2.418 3.115  0.14
H: -0.433 1.710 4.656  0.23
N: 2.092 -4.937 -3.019  -0.80
N: 2.461 -3.471 -1.258  -0.76
O: 0.533 -2.104 -0.016  -0.86
H: -2.721 -4.557 -0.338  0.22
C: -1.384 -4.753 -2.016  -0.41
O: -0.279 -4.035 0.793  -0.71
Se: 3.790 -0.686 -3.515  -0.64
C: -3.824 3.026 -1.452  -0.28
H: 3.024 -5.287 -2.880  0.40
H: 2.040 -2.864 -0.540  0.48
H: 1.311 3.021 1.910  0.10
C: -0.418 -1.710 -5.347  -0.12
O: 1.532 1.115 1.300  -0.87
H: 1.951 1.068 5.088  0.22
H: -4.013 0.881 -1.445  0.20
H: -3.509 5.125 -1.073  0.21
H: 2.806 -1.076 4.134  0.24
Sb: 3.318 0.367 0.014  1.32
Se: -2.673 0.137 3.141  0.22
C: 0.915 -1.581 3.277  0.06
C: -0.784 -0.084 3.525  0.04
C: -0.018 0.783 4.286  -0.29
H: -3.203 -3.609 -1.738  0.19
C: 1.775 -0.780 4.009  -0.25
H: -0.352 -4.527 -3.927  0.19
H: -1.270 -3.127 -3.444  0.24
H: 1.232 -2.524 2.846  0.23
K: -0.412 -0.076 0.489  0.86
Se: 4.479 2.407 0.031  -0.68
H: 1.793 -4.902 -3.979  0.40
C: 1.297 0.417 4.520  -0.15
N: 0.583 0.180 -5.008  -0.52
H: -2.523 -2.557 1.320  0.38
C: -0.632 -3.926 -3.059  -0.24

Entry 2:
Computed, not measured: C21H29N10OsS2 as an isolated structure at a distorted geometry, with ωB97M-V/def2-TZVPD.

The charge is +3. The HOMO energy (spin up / spin down) comes out at -16.10 / -17.00 eV. The spin multiplicity is 5.

Last column: natural (NBO) charge in e.
Cartesian coordinates (Å):
C: -5.455 -10.550 0.533  -0.23
S: -7.651 -15.904 2.661  0.09
H: -5.942 -16.109 -2.303  0.21
H: -12.171 -11.433 4.058  0.25
C: -9.926 -12.011 1.690  0.27
H: -9.634 -15.262 -3.597  0.22
C: -11.004 -10.425 0.522  -0.04
H: -11.017 -16.181 -2.965  0.22
H: -9.076 -17.195 -4.143  0.22
C: -8.831 -17.629 -3.152  -0.42
H: -10.476 -11.318 4.572  0.25
C: -8.423 -15.937 -1.504  0.68
H: -5.713 -18.910 2.214  0.45
N: -7.945 -16.796 -2.422  -0.37
C: -3.867 -12.180 -0.288  -0.17
H: -6.891 -12.130 -3.705  0.26
H: -6.922 -13.690 -1.840  0.21
H: -6.379 -17.014 -3.765  0.25
C: -9.120 -10.640 -1.672  -0.25
N: -5.916 -12.894 0.891  -0.54
H: -2.926 -12.486 -0.779  0.28
H: -11.225 -9.847 -0.351  0.26
H: -9.711 -9.714 -1.550  0.25
Os: -7.373 -14.286 1.052  1.21
N: -9.683 -15.483 -1.512  -0.42
C: -4.295 -10.861 -0.236  -0.09
C: -9.080 -11.582 -0.635  0.38
H: -9.938 -15.546 0.562  0.21
H: -6.781 -16.200 -0.587  0.40
H: -10.967 -14.415 -2.745  0.23
N: -7.531 -15.525 -0.573  -0.89
C: -11.536 -10.429 1.728  -0.01
C: -6.522 -16.967 -2.673  -0.43
C: -6.138 -11.586 1.129  0.09
N: -6.403 -18.238 2.556  -0.71
C: -11.169 -11.783 3.853  -0.43
H: -8.383 -10.082 -3.627  0.27
H: -12.364 -9.874 2.124  0.28
C: -10.369 -15.336 -2.770  -0.41
N: -5.447 -16.581 1.214  -0.37
H: -11.317 -16.202 -0.375  0.24
H: -11.001 -14.424 -0.331  0.20
C: -4.537 -14.615 0.281  0.06
N: -10.845 -11.402 2.489  -0.29
C: -8.360 -10.795 -2.805  -0.10
H: -3.734 -10.065 -0.749  0.27
H: -11.131 -12.868 4.002  0.25
S: -8.982 -13.289 2.360  0.08
H: -8.323 -18.575 -3.340  0.24
N: -9.930 -11.357 0.482  -0.35
H: -6.179 -17.910 -2.233  0.24
H: -3.642 -15.188 0.021  0.27
C: -4.718 -13.215 0.237  0.14
C: -10.538 -15.417 -0.332  -0.40
H: -9.717 -17.845 -2.557  0.23
H: -7.099 -18.535 3.214  0.43
H: -5.781 -9.514 0.719  0.27
H: -6.975 -11.398 1.810  0.23
C: -6.417 -16.969 2.081  0.28
C: -7.553 -12.815 -1.808  0.04
N: -5.552 -15.294 0.863  -0.27
C: -7.522 -11.923 -2.865  -0.22
N: -8.313 -12.674 -0.682  -0.51